{"formula": "C4H8BrN4", "method": "the ωB97M-V functional and the def2-TZVPD basis", "lumo_ev": -5.4, "fmax_ev_per_a": 6.99, "energy_ev": -80267.5979, "orbital_gap_ev": 8.075, "spin_multiplicity": 1, "total_charge": 1, "species": ["C", "C", "C", "C", "N", "N", "N", "N", "Br", "H", "H", "H", "H", "H", "H", "H", "H"], "coordinates": [[0.813402, -1.291835, -0.975572], [0.282225, 0.407962, 0.388131], [-2.509571, -0.750965, -0.249329], [-0.022250, 1.475098, 1.367833], [-0.411373, -1.696593, -0.898959], [-1.172229, -1.152841, -0.053320], [1.270852, -0.124959, -0.288067], [2.403214, 0.455486, -0.642486], [1.633537, 2.561592, 2.001705], [1.516237, -1.625530, -1.683047], [-3.115801, -1.566303, -0.633942], [-2.856783, -0.348343, 0.603391], [-2.443898, -0.119452, -1.158150], [-0.408878, 0.918484, 2.273016], [-0.847312, 2.206455, 0.888369], [3.034425, -0.374428, -0.962989], [2.834203, 1.026174, 0.023417]], "atomic_forces_ev_per_a": [[-0.591, -0.761, -0.811], [-1.236, -1.559, -0.226], [1.002, -0.491, -5.039], [-0.344, 0.712, -0.419], [1.484, 0.676, -0.654], [3.999, 1.541, 2.601], [-6.484, 0.815, 2.484], [3.316, -3.197, -3.405], [-1.502, -0.987, -0.659], [0.561, -1.033, -0.585], [0.018, -0.586, 0.498], [-1.407, 1.502, 2.671], [-0.810, 0.530, 0.765], [0.301, 0.978, -0.855], [2.044, -1.565, 1.327], [-0.851, 2.450, 0.752], [0.501, 0.974, 1.556]]}